Entry from the OMol25 dataset: a molecular structure, C37H25F13MnN4O2 (ωB97M-V/def2-TZVPD).

DFT total energy (eV): -115450.44215
Total charge: +3
HOMO level (alpha / beta) (eV): -15.9 / -15.9
E_LUMO (alpha / beta) (eV): -11.4 / -11.4

```
82
Properties=species:S:1:pos:R:3:lowdin_charge:R:1
Mn 1.181 -0.003 -0.229 0.87
C -3.458 3.984 -3.552 0.02
C -2.497 2.958 -3.095 -0.13
C -2.234 1.827 -3.890 0.04
C -1.370 0.878 -3.445 0.07
C -0.721 0.997 -2.155 -0.13
N -0.057 -0.032 -1.652 0.10
C -0.217 -1.299 -2.194 -0.19
C -1.516 -1.765 -2.478 0.02
C -1.712 -2.995 -3.065 0.02
C -0.616 -3.778 -3.418 -0.18
C -0.780 -5.088 -4.111 0.00
C 0.681 -3.311 -3.114 0.08
C 0.917 -2.120 -2.470 -0.02
C 2.345 -1.624 -2.212 -0.24
O 2.451 -0.842 -1.051 -0.13
C 3.344 -2.790 -1.931 -0.57
F 4.496 -2.315 -1.491 0.21
F 3.576 -3.526 -3.014 0.19
F 2.821 -3.574 -0.978 0.18
C 2.808 -0.759 -3.418 -0.55
F 2.007 0.331 -3.485 0.16
F 4.051 -0.342 -3.277 0.22
F 2.681 -1.426 -4.557 0.21
C -0.828 2.266 -1.444 0.01
C -1.752 3.157 -1.899 0.08
C 0.122 2.665 -0.314 -0.26
O 0.824 1.631 0.280 -0.15
C 1.213 3.610 -0.925 -0.55
F 2.037 2.863 -1.671 0.18
F 0.697 4.558 -1.693 0.21
F 1.927 4.178 0.045 0.19
C -0.630 3.360 0.863 -0.56
F 0.126 3.411 1.948 0.20
F -1.005 4.598 0.549 0.19
F -1.724 2.639 1.153 0.17
H -4.389 3.514 -3.879 0.12
H -3.047 4.483 -4.439 0.13
H -3.665 4.737 -2.796 0.10
H -2.694 1.738 -4.866 0.15
H -1.114 0.038 -4.075 0.14
H -2.363 -1.161 -2.175 0.14
H -2.716 -3.351 -3.255 0.14
H -1.810 -5.436 -4.090 0.10
H -0.129 -5.847 -3.675 0.11
H -0.478 -4.980 -5.157 0.12
H 1.511 -3.936 -3.411 0.14
H -1.902 4.094 -1.381 0.14
F 4.029 4.460 6.300 0.21
C 4.031 3.813 5.180 -0.18
C 4.351 4.527 4.011 0.07
C 4.331 3.843 2.839 0.06
C 3.992 2.437 2.807 -0.25
C 4.008 1.776 1.629 0.22
C 3.691 1.763 4.048 0.05
C 3.713 2.439 5.223 0.06
H 4.611 5.574 4.083 0.15
H 4.582 4.339 1.909 0.14
H 4.286 2.286 0.713 0.11
H 3.827 0.709 1.562 0.09
H 3.468 0.703 4.029 0.14
H 3.513 1.977 6.180 0.15
N -7.290 -3.197 5.273 0.21
C -6.272 -3.008 4.778 -0.15
C -5.003 -2.758 4.146 -0.20
C -4.895 -1.756 3.186 0.01
C -3.681 -1.516 2.568 0.00
C -2.578 -2.281 2.918 -0.16
C -2.672 -3.280 3.873 0.01
C -3.890 -3.517 4.488 0.02
N -1.301 -2.032 2.275 0.03
C -0.112 -2.687 2.544 0.02
C 0.832 -2.138 1.747 -0.05
N 0.230 -1.155 0.980 -0.03
C -1.055 -1.124 1.330 -0.07
H -5.763 -1.167 2.927 0.14
H -3.626 -0.732 1.827 0.11
H -1.826 -3.891 4.149 0.11
H -3.974 -4.293 5.236 0.14
H -0.033 -3.483 3.261 0.13
H 1.869 -2.405 1.636 0.13
H -1.785 -0.442 0.934 0.14
```